[1]
{"formula": "C21H74B2NO16", "method": "ωB97M-V with the def2-TZVPD basis set", "molar_mass_da": 618.44, "charge": -1, "lumo_energy_ev": 1.7, "elements": ["C", "C", "C", "C", "C", "C", "C", "C", "C", "C", "C", "C", "B", "C", "C", "C", "N", "C", "C", "C", "O", "C", "B", "O", "O", "C", "C", "H", "H", "H", "H", "H", "H", "H", "H", "H", "H", "H", "H", "H", "H", "H", "H", "H", "H", "H", "H", "H", "H", "H", "H", "H", "H", "H", "H", "H", "H", "H", "H", "H", "H", "H", "H", "H", "H", "H", "H", "H", "H", "H", "H", "H", "H", "H", "H", "O", "H", "H", "O", "H", "H", "O", "H", "H", "O", "H", "H", "O", "H", "H", "O", "H", "H", "O", "H", "H", "O", "H", "H", "O", "H", "H", "O", "H", "H", "O", "H", "H", "O", "H", "H", "O", "H", "H"], "xyz": [[-5.26, 0.43, 0.12], [-5.06, -0.75, -0.90], [-4.78, -0.24, -2.37], [-3.63, -1.14, -2.96], [-3.03, -0.59, -4.30], [-2.22, -1.73, -5.04], [-0.67, -1.55, -4.90], [-0.14, -1.74, -3.43], [0.54, -3.14, -3.19], [1.03, -3.28, -1.69], [2.05, -2.09, -1.38], [1.36, -1.04, -0.43], [2.30, -0.18, 0.59], [3.71, 0.42, 0.00], [3.79, 0.81, -1.51], [2.67, 1.73, -2.08], [2.88, 3.18, -1.79], [2.70, -0.99, 2.01], [2.84, -2.54, 1.87], [3.22, -3.12, 3.29], [3.94, -4.36, 3.21], [3.02, -5.40, 2.83], [1.32, 1.09, 1.15], [1.68, 2.50, 0.98], [0.08, 0.72, 1.78], [-0.49, 1.75, 2.58], [-1.68, 2.42, 1.76], [-5.89, 1.23, -0.32], [-5.69, 0.04, 1.07], [-4.27, 0.85, 0.39], [-5.93, -1.45, -0.90], [-4.20, -1.35, -0.50], [-5.74, -0.41, -2.92], [-4.50, 0.84, -2.38], [-4.01, -2.16, -3.17], [-2.87, -1.23, -2.15], [-3.87, -0.29, -4.98], [-2.40, 0.32, -4.15], [-2.47, -1.69, -6.12], [-2.47, -2.73, -4.59], [-0.07, -2.20, -5.58], [-0.45, -0.50, -5.20], [-0.93, -1.65, -2.65], [0.57, -0.91, -3.24], [-0.29, -3.89, -3.30], [1.36, -3.32, -3.92], [0.11, -3.22, -1.08], [1.50, -4.27, -1.51], [2.32, -1.69, -2.38], [2.96, -2.57, -0.95], [0.69, -0.42, -1.08], [0.64, -1.63, 0.21], [4.06, 1.32, 0.60], [4.51, -0.36, 0.18], [4.75, 1.37, -1.66], [3.88, -0.06, -2.21], [2.70, 1.62, -3.20], [1.64, 1.46, -1.77], [3.39, 3.27, -0.92], [1.95, 3.59, -1.71], [3.67, -0.55, 2.35], [1.97, -0.79, 2.84], [1.95, -3.03, 1.43], [3.73, -2.74, 1.22], [3.93, -2.39, 3.73], [2.35, -3.15, 3.99], [1.98, -5.02, 2.96], [3.17, -6.29, 3.49], [3.16, -5.64, 1.76], [2.29, 2.76, 1.67], [-0.97, 1.23, 3.46], [0.23, 2.47, 3.01], [-2.42, 1.60, 1.55], [-1.38, 2.82, 0.77], [-2.27, 3.17, 2.37], [-1.23, 2.73, -1.64], [-0.43, 2.37, -1.22], [-0.90, 3.40, -2.24], [4.71, -6.80, -0.22], [5.45, -7.38, -0.42], [4.93, -6.43, 0.64], [-1.85, 0.44, 5.72], [-1.88, -0.35, 5.17], [-0.91, 0.59, 5.87], [-2.25, 3.48, 4.55], [-2.95, 4.07, 4.85], [-2.54, 2.61, 4.86], [-3.73, 5.33, 1.71], [-3.64, 4.78, 0.92], [-3.17, 4.89, 2.36], [5.19, 3.38, 1.55], [5.89, 2.77, 1.78], [5.59, 4.25, 1.64], [-6.22, 6.22, 3.23], [-7.06, 6.14, 2.76], [-5.58, 5.78, 2.65], [-4.32, 0.62, -6.90], [-5.24, 0.84, -7.09], [-3.82, 1.39, -7.18], [0.69, -1.07, 6.49], [1.51, -1.55, 6.66], [0.35, -0.86, 7.37], [-1.15, 5.85, 0.02], [-0.34, 5.36, 0.21], [-1.51, 6.07, 0.88], [5.34, -7.62, 5.19], [5.28, -6.74, 4.81], [4.59, -8.09, 4.82], [6.33, 5.60, 3.57], [7.14, 5.12, 3.75], [5.98, 5.81, 4.45], [-7.21, 1.28, -7.31], [-8.03, 1.63, -6.96], [-7.49, 0.71, -8.04]], "lowdin_charge": [-0.121, -0.264, -0.202, -0.221, -0.200, -0.201, -0.212, -0.207, -0.212, -0.202, -0.198, -0.142, -0.616, -0.155, -0.206, -0.283, -0.014, -0.145, -0.183, -0.249, -0.225, -0.110, -0.453, 0.051, 0.008, -0.241, -0.053, 0.065, 0.065, 0.052, 0.096, 0.096, 0.103, 0.109, 0.111, 0.091, 0.077, 0.116, 0.094, 0.101, 0.099, 0.101, 0.095, 0.096, 0.101, 0.105, 0.093, 0.092, 0.085, 0.094, 0.079, 0.094, 0.074, 0.093, 0.101, 0.089, 0.098, 0.082, 0.042, 0.034, 0.096, 0.089, 0.105, 0.117, 0.115, 0.116, 0.088, 0.071, 0.080, 0.078, 0.096, 0.113, 0.067, 0.055, 0.033, -0.056, 0.015, 0.036, -0.059, 0.029, 0.019, -0.061, 0.047, 0.022, -0.059, 0.043, 0.027, -0.047, 0.056, 0.017, -0.053, 0.035, 0.011, -0.074, 0.024, -0.008, -0.058, -0.006, 0.045, -0.055, 0.039, 0.036, -0.062, 0.033, 0.014, -0.064, 0.025, 0.025, -0.050, 0.037, 0.039, -0.043, 0.048, 0.049]}



[2]
{"formula": "C21H84N42O21", "method": "ωB97M-V with the def2-TZVPD basis set", "molar_mass_da": 1261.18, "lumo_energy_ev": -0.5, "elements": ["C", "O", "N", "N", "H", "H", "H", "H", "C", "O", "N", "N", "H", "H", "H", "H", "C", "O", "N", "N", "H", "H", "H", "H", "C", "O", "N", "N", "H", "H", "H", "H", "C", "O", "N", "N", "H", "H", "H", "H", "C", "O", "N", "N", "H", "H", "H", "H", "C", "O", "N", "N", "H", "H", "H", "H", "C", "O", "N", "N", "H", "H", "H", "H", "C", "O", "N", "N", "H", "H", "H", "H", "C", "O", "N", "N", "H", "H", "H", "H", "C", "O", "N", "N", "H", "H", "H", "H", "C", "O", "N", "N", "H", "H", "H", "H", "C", "O", "N", "N", "H", "H", "H", "H", "C", "O", "N", "N", "H", "H", "H", "H", "C", "O", "N", "N", "H", "H", "H", "H", "C", "O", "N", "N", "H", "H", "H", "H", "C", "O", "N", "N", "H", "H", "H", "H", "C", "O", "N", "N", "H", "H", "H", "H", "C", "O", "N", "N", "H", "H", "H", "H", "C", "O", "N", "N", "H", "H", "H", "H", "C", "O", "N", "N", "H", "H", "H", "H"], "xyz": [[2.95, -0.65, -3.11], [4.09, -0.18, -3.20], [2.64, -1.77, -3.60], [1.90, -0.19, -2.56], [1.78, -2.23, -3.36], [3.24, -2.24, -4.28], [0.97, -0.59, -2.65], [2.04, 0.65, -2.02], [-0.71, -7.47, -1.19], [-0.53, -7.16, -2.38], [-0.30, -6.76, -0.16], [-1.42, -8.54, -0.80], [-0.73, -6.69, 0.75], [0.30, -5.96, -0.31], [-1.89, -9.17, -1.44], [-1.43, -8.68, 0.20], [-3.37, -1.56, 3.29], [-4.14, -1.23, 2.39], [-2.37, -2.40, 3.21], [-3.18, -0.86, 4.32], [-2.29, -2.67, 2.24], [-1.53, -2.34, 3.76], [-3.93, -0.36, 4.77], [-2.30, -1.08, 4.78], [4.78, -3.34, 4.97], [5.10, -2.32, 5.50], [3.98, -3.55, 3.95], [5.05, -4.49, 5.51], [3.62, -4.48, 3.80], [3.86, -2.72, 3.39], [5.22, -4.53, 6.51], [4.96, -5.38, 5.04], [6.58, 3.73, 3.42], [6.32, 4.91, 3.30], [7.71, 3.35, 4.04], [5.81, 2.83, 2.85], [7.74, 2.35, 4.23], [8.21, 4.09, 4.50], [5.89, 1.85, 3.05], [5.27, 3.17, 2.07], [1.62, 8.59, -1.23], [0.85, 8.53, -2.16], [2.33, 9.66, -1.04], [1.76, 7.66, -0.31], [2.80, 9.86, -0.17], [2.20, 10.47, -1.64], [1.10, 6.91, -0.48], [2.47, 7.71, 0.40], [-4.99, -0.15, -4.23], [-4.03, -0.29, -4.97], [-5.00, -0.13, -2.94], [-6.14, 0.35, -4.70], [-4.18, -0.48, -2.47], [-5.81, 0.20, -2.44], [-6.11, 0.63, -5.67], [-6.78, 0.69, -4.00], [-1.46, 4.86, 0.77], [-0.34, 5.05, 0.24], [-1.67, 4.84, 2.04], [-2.59, 4.79, 0.14], [-0.78, 4.96, 2.52], [-2.55, 4.53, 2.41], [-2.43, 4.68, -0.85], [-3.50, 4.89, 0.58], [-1.07, -1.12, -3.52], [-0.50, -1.78, -2.74], [-1.34, 0.12, -3.29], [-1.38, -1.38, -4.78], [-1.86, 0.51, -4.06], [-1.41, 0.48, -2.35], [-2.12, -0.82, -5.19], [-1.26, -2.28, -5.20], [-4.44, 4.90, -2.82], [-3.77, 3.99, -3.24], [-5.59, 4.72, -2.22], [-4.04, 6.12, -2.83], [-6.04, 5.40, -1.62], [-5.93, 3.77, -2.30], [-3.34, 6.37, -3.52], [-4.73, 6.70, -2.38], [-5.48, 1.94, 0.59], [-6.34, 2.80, 0.34], [-4.55, 1.36, -0.07], [-5.35, 1.42, 1.76], [-4.36, 1.62, -1.02], [-3.82, 0.78, 0.32], [-4.60, 0.78, 2.00], [-5.77, 1.81, 2.60], [-0.92, 1.76, 5.32], [-0.41, 0.64, 5.04], [-0.61, 2.48, 6.37], [-1.94, 2.21, 4.60], [-1.25, 3.24, 6.55], [0.06, 2.18, 7.07], [-2.46, 3.07, 4.59], [-2.06, 1.46, 3.93], [3.33, 3.65, -0.15], [3.85, 3.28, 0.90], [2.68, 4.75, -0.23], [3.45, 3.10, -1.30], [2.64, 5.19, 0.68], [2.27, 5.00, -1.12], [4.21, 2.46, -1.48], [3.01, 3.73, -1.95], [-2.68, -6.67, 2.20], [-1.78, -6.03, 2.65], [-3.50, -7.57, 2.68], [-3.08, -6.33, 1.04], [-4.30, -7.83, 2.11], [-3.33, -8.12, 3.51], [-3.91, -6.67, 0.59], [-2.46, -5.56, 0.82], [2.80, -0.39, 3.03], [3.59, -1.08, 2.36], [1.81, -0.89, 3.68], [2.71, 0.88, 2.94], [1.97, -1.71, 4.24], [1.11, -0.25, 4.04], [3.53, 1.24, 2.47], [2.24, 1.36, 3.69], [6.28, -2.19, -0.69], [6.15, -3.43, -0.82], [5.32, -1.40, -0.27], [7.37, -1.65, -0.96], [5.38, -0.41, -0.43], [4.43, -1.82, -0.06], [7.56, -0.71, -0.65], [7.99, -2.05, -1.66], [2.35, -4.46, -0.11], [1.89, -5.05, -0.97], [3.57, -4.55, 0.44], [1.71, -3.46, 0.51], [4.21, -5.33, 0.41], [3.98, -3.83, 1.03], [0.89, -3.09, 0.05], [2.18, -2.94, 1.23], [-2.25, -3.21, -0.17], [-1.19, -2.77, 0.32], [-3.42, -2.85, 0.24], [-2.37, -3.81, -1.33], [-3.55, -2.25, 1.03], [-4.21, -3.08, -0.35], [-3.29, -3.45, -1.55], [-1.63, -3.78, -2.01], [-0.74, 0.90, 0.00], [-1.93, 0.98, -0.25], [-0.21, -0.25, 0.36], [0.18, 1.84, -0.20], [0.75, -0.23, 0.67], [-0.66, -1.15, 0.34], [-0.16, 2.78, -0.36], [1.14, 1.61, -0.01], [0.26, 5.00, -3.15], [1.40, 4.91, -2.77], [-0.50, 6.02, -3.30], [-0.43, 4.00, -3.61], [-1.21, 5.89, -4.00], [-0.31, 6.97, -3.03], [-1.43, 4.06, -3.49], [0.05, 3.12, -3.51], [-0.48, -4.64, -5.03], [-0.61, -3.90, -6.01], [-0.29, -4.22, -3.83], [-0.60, -5.95, -5.09], [-0.49, -3.31, -3.42], [-0.15, -4.99, -3.19], [-0.61, -6.48, -4.24], [-0.45, -6.42, -5.97]], "lowdin_charge": [-0.814, -0.003, 0.186, 0.190, 0.095, 0.131, 0.061, 0.087, -0.676, -0.012, 0.191, 0.156, 0.071, 0.071, 0.112, 0.097, -0.744, 0.007, 0.212, 0.180, 0.070, 0.130, 0.136, 0.107, -0.810, 0.059, 0.172, 0.141, 0.114, 0.053, 0.116, 0.106, -0.759, 0.010, 0.147, 0.163, 0.096, 0.107, 0.104, 0.053, -0.768, 0.029, 0.160, 0.187, 0.108, 0.118, 0.082, 0.118, -0.730, 0.029, 0.181, 0.155, 0.112, 0.110, 0.119, 0.099, -0.759, 0.002, 0.170, 0.198, 0.125, 0.106, 0.103, 0.121, -0.783, 0.018, 0.207, 0.217, 0.108, 0.087, 0.075, 0.069, -0.820, 0.024, 0.179, 0.183, 0.116, 0.105, 0.117, 0.118, -0.778, -0.007, 0.164, 0.146, 0.095, 0.074, 0.066, 0.115, -0.702, -0.037, 0.184, 0.171, 0.116, 0.131, 0.110, 0.099, -0.799, -0.010, 0.180, 0.208, 0.122, 0.057, 0.130, 0.091, -0.842, 0.064, 0.176, 0.163, 0.107, 0.118, 0.131, 0.095, -0.774, -0.020, 0.190, 0.210, 0.114, 0.058, 0.096, 0.124, -0.787, -0.026, 0.192, 0.171, 0.108, 0.088, 0.117, 0.131, -0.783, 0.107, 0.170, 0.178, 0.110, 0.071, 0.069, 0.073, -0.710, -0.024, 0.189, 0.211, 0.056, 0.125, 0.104, 0.085, -0.729, -0.007, 0.205, 0.211, 0.100, 0.048, 0.084, 0.097, -0.774, 0.041, 0.186, 0.176, 0.108, 0.088, 0.076, 0.117, -0.745, -0.013, 0.190, 0.178, 0.031, 0.085, 0.058, 0.119]}



Calculated ΔE to the lowest compared entry with this formula, charge and spin in order - 50.8, 289.5 kcal per mole